Record 1
The following is a quantum chemistry calculation of C20H22FN3Pt as an isolated structure, from the OMol25 dataset.

Element x y z (Å)
Pt (-0.18, 0.43, -0.04)
N (0.06, -2.79, -0.34)
C (0.01, -2.52, 1.03)
C (0.02, -3.63, 1.89)
C (-0.06, -3.41, 3.25)
C (-0.15, -2.10, 3.73)
C (-0.16, -1.08, 2.82)
N (-0.08, -1.28, 1.48)
C (0.14, -2.08, -1.51)
C (0.30, -2.86, -2.68)
C (0.40, -2.26, -3.90)
C (0.36, -0.86, -3.99)
C (0.22, -0.15, -2.85)
N (0.09, -0.73, -1.61)
H (0.10, -3.79, -0.52)
H (0.09, -4.63, 1.49)
H (-0.04, -4.25, 3.93)
H (-0.23, -1.89, 4.79)
H (-0.23, -0.05, 3.14)
H (0.36, -3.93, -2.58)
H (0.52, -2.87, -4.79)
H (0.43, -0.35, -4.94)
H (0.20, 0.93, -2.86)
C (-4.06, 1.87, -0.05)
C (-2.62, 1.50, 0.35)
C (-1.98, 2.52, 1.29)
C (-1.79, 1.38, -0.90)
H (-4.65, 2.01, 0.85)
H (-4.52, 1.08, -0.65)
H (-4.07, 2.80, -0.62)
H (-2.68, 0.52, 0.85)
H (-2.12, 3.53, 0.91)
H (-0.89, 2.37, 1.39)
H (-2.40, 2.46, 2.29)
H (-1.45, 2.33, -1.32)
H (-2.14, 0.72, -1.70)
F (5.32, 2.69, 0.23)
C (4.07, 2.27, 0.22)
C (3.65, 1.43, 1.24)
C (2.34, 0.96, 1.23)
C (1.53, 1.35, 0.17)
C (1.93, 2.22, -0.84)
C (3.23, 2.69, -0.81)
H (4.33, 1.16, 2.03)
H (1.99, 0.35, 2.05)
H (1.25, 2.56, -1.61)
H (3.60, 3.38, -1.55)

Orbital gap (spin up / spin down): 6.7 / 6.7 eV
Strongest force on any atom: 2.4 eV/A
ΔE to the lowest compared entry with this formula, charge and spin: 0.0 kJ/mol
HOMO energy (spin up / spin down): -15.15 / -15.15 eV
Energy: -1158.119189 hartree
Net charge: +2

Record 2
The following is a quantum chemistry calculation of C20H22N2O in the gas phase, from the OMol25 dataset.

Element x y z (Å)
C (-0.79, -2.70, -0.23)
C (0.31, -2.81, -1.09)
C (1.48, -2.12, -0.85)
C (1.52, -1.30, 0.27)
C (0.42, -1.20, 1.15)
C (-0.75, -1.91, 0.89)
N (0.73, -0.35, 2.18)
C (1.93, 0.06, 1.92)
N (2.48, -0.47, 0.79)
C (3.82, -0.24, 0.32)
C (3.93, 0.39, -1.07)
C (3.20, 1.73, -1.23)
C (1.69, 1.57, -1.45)
O (1.02, 1.90, -0.25)
C (-0.30, 1.56, -0.12)
C (-0.89, 1.92, 1.09)
C (-2.20, 1.58, 1.37)
C (-2.93, 0.88, 0.43)
C (-2.36, 0.55, -0.79)
C (-1.05, 0.90, -1.09)
C (-3.33, -0.19, -1.65)
C (-4.41, -0.64, -0.65)
C (-4.35, 0.39, 0.50)
H (-1.69, -3.25, -0.47)
H (0.24, -3.45, -1.96)
H (2.33, -2.22, -1.52)
H (-1.59, -1.82, 1.56)
H (2.48, 0.75, 2.54)
H (4.31, 0.41, 1.05)
H (4.36, -1.20, 0.31)
H (5.00, 0.55, -1.25)
H (3.57, -0.31, -1.82)
H (3.34, 2.35, -0.34)
H (3.63, 2.25, -2.08)
H (1.46, 0.55, -1.76)
H (1.35, 2.25, -2.25)
H (-0.28, 2.44, 1.82)
H (-2.63, 1.85, 2.32)
H (-0.64, 0.63, -2.05)
H (-2.88, -1.03, -2.17)
H (-3.76, 0.48, -2.40)
H (-5.40, -0.70, -1.10)
H (-4.15, -1.62, -0.26)
H (-4.59, -0.05, 1.46)
H (-5.04, 1.22, 0.31)

Orbital gap: 8.5 eV
Strongest force on any atom: 0.7 eV/A
ΔE to the lowest compared entry with this formula, charge and spin: 68.1 kJ/mol
HOMO energy: -7.69 eV
Energy: -960.091404 hartree
SMILES: c1ccc2c(c1)ncn2CCCCOc1ccc2c(c1)CCC2
Net charge: 0

Record 3
The following is a quantum chemistry calculation of C20H22N2O3S in the gas phase, from the OMol25 dataset.

Element x y z (Å)
C (-1.03, -3.92, -0.08)
C (-1.82, -3.29, 1.06)
C (-2.43, -1.95, 0.62)
N (-1.40, -0.99, 0.30)
C (-0.81, -0.27, 1.42)
C (0.57, 0.20, 1.04)
C (1.55, -0.66, 0.70)
C (2.82, -0.21, 0.24)
C (3.86, -1.07, -0.14)
C (5.05, -0.57, -0.61)
C (5.25, 0.81, -0.72)
C (6.56, 1.32, -1.24)
C (4.24, 1.67, -0.35)
C (3.03, 1.17, 0.12)
N (2.02, 2.02, 0.51)
C (0.78, 1.64, 0.97)
O (-0.03, 2.49, 1.30)
S (-1.67, -0.09, -1.08)
O (-2.07, -1.02, -2.10)
O (-0.50, 0.71, -1.32)
C (-3.07, 0.97, -0.70)
C (-2.87, 2.16, -0.03)
C (-3.98, 2.93, 0.30)
C (-5.25, 2.50, -0.03)
C (-5.43, 1.30, -0.71)
C (-4.33, 0.53, -1.04)
H (-1.69, -4.18, -0.90)
H (-0.52, -4.82, 0.26)
H (-0.29, -3.21, -0.45)
H (-1.17, -3.13, 1.92)
H (-2.63, -3.95, 1.36)
H (-2.99, -2.11, -0.30)
H (-3.10, -1.57, 1.39)
H (-1.42, 0.59, 1.71)
H (-0.74, -0.96, 2.26)
H (1.37, -1.73, 0.74)
H (3.71, -2.14, -0.06)
H (5.84, -1.25, -0.89)
H (7.38, 0.98, -0.61)
H (6.74, 0.95, -2.25)
H (6.57, 2.41, -1.26)
H (4.38, 2.74, -0.44)
H (2.16, 3.02, 0.40)
H (-1.87, 2.48, 0.22)
H (-3.84, 3.86, 0.82)
H (-6.11, 3.10, 0.23)
H (-6.42, 0.97, -0.98)
H (-4.43, -0.40, -1.58)

Orbital gap: 8.6 eV
Strongest force on any atom: 1.1 eV/A
ΔE to the lowest compared entry with this formula, charge and spin: 54.1 kJ/mol
HOMO energy: -8.17 eV
Energy: -1508.772270 hartree
SMILES: CCCN(Cc1cc2ccc(C)cc2[nH]c1=O)S(=O)(=O)c1ccccc1
Net charge: 0

Record 4
The following is a quantum chemistry calculation of C20H22N4O in the gas phase, from the OMol25 dataset.

Element x y z (Å)
C (-4.35, 2.78, -0.17)
C (-4.05, 2.20, -1.63)
C (-5.25, 2.45, -2.73)
C (-4.99, 3.81, -3.37)
O (-6.02, 4.30, -3.84)
N (-3.72, 4.28, -3.60)
N (-2.62, 3.76, -3.03)
C (-2.67, 2.75, -2.13)
C (-1.31, 2.32, -1.64)
C (-1.28, 1.33, -0.72)
C (-0.08, 0.89, 0.07)
C (-0.23, 0.01, 1.11)
C (0.78, -0.31, 1.98)
C (2.10, 0.20, 1.84)
N (3.10, -0.09, 2.76)
C (3.91, 0.79, 3.43)
N (5.14, 0.42, 3.73)
C (5.13, -0.87, 3.28)
C (3.91, -1.16, 2.71)
C (3.50, -2.49, 2.13)
C (4.51, -3.50, 2.73)
C (5.97, -2.98, 2.45)
C (6.23, -1.86, 3.37)
C (2.36, 0.99, 0.69)
C (1.25, 1.37, -0.13)
H (-3.50, 2.76, 0.53)
H (-5.08, 2.24, 0.31)
H (-4.64, 3.79, -0.26)
H (-3.90, 1.16, -1.53)
H (-5.29, 1.59, -3.40)
H (-6.26, 2.54, -2.33)
H (-3.61, 5.15, -4.06)
H (-0.53, 2.97, -1.95)
H (-2.27, 0.85, -0.40)
H (-1.20, -0.56, 1.30)
H (0.54, -0.86, 2.85)
H (3.61, 1.80, 3.63)
H (3.53, -2.50, 1.05)
H (2.55, -2.75, 2.53)
H (4.41, -4.54, 2.42)
H (4.36, -3.49, 3.80)
H (6.71, -3.79, 2.68)
H (6.15, -2.75, 1.41)
H (6.29, -2.21, 4.38)
H (7.20, -1.40, 3.23)
H (3.24, 1.38, 0.43)
H (1.26, 2.09, -1.05)

Orbital gap: 7.9 eV
Strongest force on any atom: 5.9 eV/A
ΔE to the lowest compared entry with this formula, charge and spin: 420.6 kJ/mol
HOMO energy: -8.17 eV
Energy: -1069.487690 hartree
SMILES: C[C@H]1CC(=O)NN=C1/C=C/c1ccc(-n2cnc3c2CCCC3)cc1
Net charge: 0